Entry 1:
{
  "formula": "C3H4LiO4Tm",
  "method": "the ωB97M-V functional and the def2-TZVPD basis",
  "fmax_ha_per_bohr": 0.0868,
  "gap_ev": [7.6, 2.9],
  "charge": 3,
  "s2": 3.7625,
  "energy_ha": -1508.98959,
  "multiplicity": 4,
  "symbols": ["O", "C", "O", "Tm", "O", "C", "C", "H", "H", "H", "H", "Li", "O"],
  "coordinates": [[-0.029859, 0.749649, -2.518016], [0.153384, 0.772881, -1.273882], [0.423673, 1.854718, -0.692743], [0.581072, 3.039734, -2.865331], [-0.043697, -0.361383, -0.593722], [-0.922527, -0.230955, 1.170394], [0.466351, -0.783712, 0.977387], [-1.384725, -0.078694, 2.153416], [-0.952819, 0.859485, 1.060820], [1.257488, -0.119447, 1.378378], [-0.824679, -1.429715, 1.696941], [0.379206, -2.258940, -1.248240], [0.897131, -2.013622, 0.754598]],
  "atomic_forces_ev_per_a": [[0.31, -0.85, 0.44], [-0.22, 3.02, -1.78], [0.19, -0.50, 0.73], [-0.15, -0.33, 0.28], [1.00, -2.24, -0.26], [0.31, -3.06, 3.03], [2.70, 0.70, -3.49], [-0.90, -0.64, 1.61], [0.15, 0.41, -0.55], [0.30, -0.02, -0.02], [-2.43, 2.10, -0.75], [0.03, -0.40, -0.74], [-1.28, 1.81, 1.51]],
  "mulliken_charge": [-0.670, 1.051, -0.709, 1.564, -0.390, -0.835, 0.610, 0.407, 0.411, 0.509, 0.492, 0.920, -0.361]
}

---

Entry 2:
{
  "formula": "C4H6N4",
  "method": "the ωB97M-V functional and the def2-TZVPD basis",
  "fmax_ha_per_bohr": 0.0974,
  "gap_ev": 9.1,
  "relative_energy_ev": 2.196,
  "energy_ha": -374.98068,
  "smiles": "[H]/N=C(N)\\C=C(\\N)C#N",
  "symbols": ["H", "N", "C", "N", "C", "C", "N", "C", "N", "H", "H", "H", "H", "H"],
  "coordinates": [[-0.680057, 1.968822, -0.868454], [-1.448899, 1.495603, -0.475220], [-1.321765, 0.279878, -0.240687], [-2.422336, -0.336570, 0.258183], [-0.136132, -0.672994, -0.267859], [1.132260, -0.233188, -0.185629], [2.337538, -0.983461, -0.227514], [1.390950, 1.113076, 0.088114], [1.625276, 2.243327, 0.268897], [-3.196744, 0.247329, 0.558421], [-2.247000, -1.144011, 0.917443], [-0.392460, -1.706805, -0.373273], [3.084809, -0.286232, 0.086330], [2.274556, -1.984775, 0.461245]],
  "atomic_forces_ev_per_a": [[1.12, 0.42, -0.55], [-0.62, 1.41, -0.46], [0.80, -1.21, 1.14], [-1.05, -2.98, 1.89], [-0.05, 1.51, -0.56], [-0.44, -2.07, 0.33], [0.34, -2.09, 2.91], [0.39, 4.15, 0.14], [-0.24, -2.20, -0.22], [0.43, 0.05, -0.28], [-0.39, 1.42, -1.26], [0.17, -0.49, -0.09], [-0.93, -2.11, -0.29], [0.48, 4.20, -2.69]],
  "mulliken_charge": [0.248, -0.745, 0.632, -0.536, -0.822, 0.762, -0.630, 0.002, -0.414, 0.270, 0.214, 0.411, 0.297, 0.311]
}

---

Entry 3:
{
  "formula": "C3H7Cl2NO2Si",
  "method": "the ωB97M-V functional and the def2-TZVPD basis",
  "fmax_ha_per_bohr": 0.0890,
  "gap_ev": [8.0, 5.8],
  "s2": 2.0314,
  "energy_ha": -1533.44088,
  "multiplicity": 3,
  "symbols": ["C", "C", "C", "N", "O", "O", "Si", "Cl", "Cl", "H", "H", "H", "H", "H", "H", "H"],
  "coordinates": [[2.675939, 0.909418, 0.455368], [-0.578848, -1.870591, -0.627163], [-1.451048, 0.912054, 0.485284], [-0.240509, 1.279665, 0.860719], [0.103949, 2.079039, 1.685609], [1.221953, 0.590152, 0.222327], [-1.856094, -0.503999, -0.686273], [-1.973882, 0.003982, -2.679408], [-3.672162, -1.075530, -0.149610], [2.782941, 1.992631, 0.106613], [2.939572, 0.622774, 1.511278], [3.029438, 0.103096, -0.177812], [-0.168226, -2.136212, 0.390371], [-0.938839, -2.804982, -1.141161], [0.268496, -1.606915, -1.147160], [-2.142680, 1.505416, 0.891019]],
  "atomic_forces_ev_per_a": [[-2.59, -0.58, -0.28], [-1.56, -1.70, 1.62], [2.38, -1.81, -1.91], [-1.28, 0.41, 1.25], [-0.88, 1.22, 0.83], [3.98, -1.69, -1.49], [2.21, -0.09, -0.21], [0.01, 0.28, 0.13], [-1.34, -0.44, 0.50], [0.40, -1.59, 0.75], [-0.32, 1.03, -0.81], [1.22, 0.63, -0.36], [-0.89, 0.26, -0.84], [0.02, 0.83, 0.65], [1.90, 1.04, -1.41], [-3.27, 2.20, 1.56]],
  "mulliken_charge": [-0.542, -0.977, -0.514, 0.550, -0.592, -0.274, 0.669, -0.278, -0.245, 0.233, 0.245, 0.230, 0.294, 0.293, 0.316, 0.592]
}

---

Entry 4:
{
  "formula": "C19H41Cl14S",
  "method": "the ωB97M-V functional and the def2-TZVPD basis",
  "fmax_ha_per_bohr": 0.0163,
  "gap_ev": 9.6,
  "charge": 1,
  "energy_ha": -7589.17568,
  "symbols": ["C", "C", "C", "C", "C", "S", "H", "H", "H", "H", "H", "H", "H", "H", "H", "H", "H", "H", "H", "Cl", "C", "C", "Cl", "H", "H", "H", "H", "Cl", "C", "C", "Cl", "H", "H", "H", "H", "Cl", "C", "C", "Cl", "H", "H", "H", "H", "Cl", "C", "C", "Cl", "H", "H", "H", "H", "Cl", "C", "C", "Cl", "H", "H", "H", "H", "Cl", "C", "C", "Cl", "H", "H", "H", "H", "Cl", "C", "C", "Cl", "H", "H", "H", "H"],
  "coordinates": [[1.791694, -0.022834, -0.114478], [1.260122, -0.333874, -1.526431], [1.610452, 0.759616, -2.539883], [-0.238400, -0.683784, -1.520513], [-1.147394, 0.169222, -0.633277], [-0.897455, 1.951158, -0.568667], [2.254241, 0.968476, -0.094931], [1.012120, -0.030799, 0.641778], [2.574951, -0.711606, 0.188968], [1.766951, -1.233142, -1.874769], [0.932551, 0.687151, -3.393177], [1.511412, 1.760984, -2.124912], [2.615617, 0.656024, -2.942207], [-0.610434, -0.708726, -2.542078], [-0.341095, -1.700167, -1.136093], [-2.182323, 0.094171, -0.969112], [-1.151512, -0.166630, 0.401930], [-0.574626, 2.264266, -1.848725], [0.298736, 2.047836, 0.041494], [-4.607326, 3.595023, 3.913371], [-5.449319, 3.137072, 2.414828], [-4.888704, 1.867195, 1.831798], [-3.211816, 2.110908, 1.225022], [-5.367823, 3.967045, 1.717901], [-6.498543, 2.983035, 2.660082], [-5.483153, 1.541621, 0.981089], [-4.856472, 1.070530, 2.569744], [-0.663523, -5.995014, -2.519833], [-1.651099, -4.729362, -3.286204], [-0.913090, -4.005046, -4.381963], [0.439486, -3.025824, -3.734642], [-1.967743, -4.040200, -2.506456], [-2.531887, -5.214181, -3.703847], [-1.588921, -3.321282, -4.892100], [-0.493688, -4.693469, -5.110025], [3.330366, -9.713218, 0.561540], [3.475505, -9.120520, -1.112649], [2.449845, -8.062648, -1.428000], [0.793296, -8.722271, -1.474352], [3.379253, -9.974840, -1.777222], [4.473799, -8.699582, -1.217989], [2.649913, -7.639339, -2.411061], [2.467330, -7.264690, -0.690159], [1.205567, -1.102561, 3.006379], [0.102394, -0.400525, 4.221720], [-0.719717, 0.712957, 3.623172], [0.257950, 2.136232, 3.159133], [0.704183, -0.070509, 5.063772], [-0.566806, -1.190322, 4.560176], [-1.467056, 1.048795, 4.339387], [-1.230355, 0.375609, 2.724028], [2.642140, 4.980007, -2.489625], [1.332819, 5.795759, -3.387300], [0.013520, 5.110941, -3.161514], [-0.014747, 3.477723, -3.909283], [1.610040, 5.815783, -4.437543], [1.271363, 6.817558, -3.015294], [-0.797935, 5.680268, -3.608909], [-0.180493, 4.996989, -2.097363], [3.295162, 10.037787, -1.067134], [3.543352, 9.047634, 0.393445], [2.913731, 7.686140, 0.256953], [1.127560, 7.779464, 0.228332], [3.134403, 9.593234, 1.239523], [4.617576, 8.936009, 0.528682], [3.185290, 7.064221, 1.107895], [3.233142, 7.192899, -0.656954], [-1.640066, -3.145406, 6.631023], [-1.597463, -4.505252, 5.475511], [-1.513794, -4.038464, 4.044887], [-2.991042, -3.194516, 3.498509], [-2.479140, -5.112559, 5.659756], [-0.709327, -5.093577, 5.698874], [-1.373127, -4.896776, 3.390794], [-0.680450, -3.353799, 3.905175]],
  "atomic_forces_ev_per_a": [[0.21, 0.32, -0.35], [0.22, -0.07, 0.05], [-0.42, -0.14, -0.18], [0.31, 0.20, 0.26], [-0.26, -0.63, -0.49], [-0.20, 0.43, 0.20], [0.03, 0.02, 0.05], [0.10, -0.16, 0.12], [-0.08, -0.13, 0.14], [-0.10, -0.11, -0.02], [0.07, 0.07, -0.11], [0.18, 0.10, -0.04], [0.12, 0.02, 0.20], [-0.08, 0.11, -0.02], [-0.13, -0.03, 0.02], [-0.07, 0.03, 0.06], [0.11, 0.27, 0.14], [0.41, -0.11, -0.03], [0.26, -0.06, -0.35], [0.02, 0.01, 0.00], [-0.01, 0.03, 0.01], [-0.06, -0.09, 0.04], [-0.53, -0.02, 0.26], [0.02, 0.00, 0.00], [0.00, -0.02, 0.02], [0.02, 0.05, -0.04], [0.07, 0.01, 0.02], [-0.06, 0.08, -0.05], [-0.02, 0.01, 0.05], [-0.04, -0.01, -0.05], [0.03, -0.08, -0.13], [0.00, 0.01, 0.00], [0.02, -0.02, -0.03], [0.02, 0.04, 0.02], [0.04, -0.03, 0.04], [0.00, -0.01, 0.00], [0.04, 0.00, -0.02], [0.01, 0.06, -0.06], [0.06, -0.08, 0.07], [-0.03, -0.02, 0.02], [0.00, 0.01, 0.01], [0.00, -0.03, -0.01], [-0.03, -0.02, 0.03], [-0.04, -0.17, 0.18], [-0.06, 0.08, 0.02], [-0.12, -0.11, 0.05], [0.01, -0.02, -0.12], [0.03, 0.07, -0.04], [-0.01, 0.00, -0.01], [0.04, 0.07, 0.02], [-0.05, -0.03, 0.06], [0.00, -0.03, 0.00], [0.05, 0.13, 0.04], [-0.07, 0.08, 0.00], [-0.15, 0.03, 0.12], [0.00, -0.06, 0.00], [0.01, -0.01, 0.04], [0.03, -0.01, -0.07], [0.00, -0.02, 0.01], [-0.01, 0.00, 0.00], [0.03, 0.02, 0.01], [0.07, -0.05, 0.03], [-0.02, -0.10, -0.08], [-0.03, 0.01, -0.02], [0.00, -0.01, -0.02], [-0.02, 0.03, 0.03], [-0.04, 0.01, -0.02], [0.03, 0.03, -0.06], [0.00, -0.03, 0.01], [0.10, -0.04, -0.01], [0.02, 0.06, 0.01], [-0.03, 0.02, -0.05], [0.01, 0.02, 0.05], [-0.05, -0.01, 0.00], [0.02, -0.02, -0.01]],
  "mulliken_charge": [-1.000, 0.953, -1.357, -1.143, -0.406, 0.226, 0.297, -0.289, 0.388, 0.349, 0.308, 0.246, 0.415, 0.389, 0.377, 0.726, 0.230, -0.104, 0.247, -0.167, -0.403, -0.638, -0.147, 0.303, 0.332, 0.314, 0.337, -0.101, -0.490, -0.517, -0.152, 0.256, 0.344, 0.281, 0.391, -0.182, -0.486, -0.414, -0.202, 0.320, 0.322, 0.318, 0.327, -0.160, 0.020, -0.251, -0.168, 0.393, -0.102, 0.453, -0.128, -0.201, -0.406, -0.388, -0.159, 0.379, 0.277, 0.423, 0.184, -0.181, -0.422, -0.321, -0.203, 0.324, 0.300, 0.328, 0.187, -0.180, -0.408, -0.295, -0.181, 0.342, 0.293, 0.368, 0.085]
}

---

Entry 5:
{
  "formula": "C3H2ClN",
  "method": "the ωB97M-V functional and the def2-TZVPD basis",
  "fmax_ha_per_bohr": 0.0490,
  "gap_ev": 11.2,
  "relative_energy_ev": 2.478,
  "energy_ha": -630.33781,
  "smiles": "N#CCl.C#C",
  "symbols": ["N", "C", "Cl", "C", "C", "H", "H"],
  "coordinates": [[-0.585403, -1.852343, 2.696901], [-0.953889, -2.427136, 1.774003], [-1.543329, -3.083082, 0.403228], [-0.376972, 0.026914, -0.103983], [0.612875, 0.233779, -0.775100], [-1.037912, -0.236235, 0.667814], [1.619483, 0.346193, -1.072784]],
  "atomic_forces_ev_per_a": [[0.13, -0.08, 0.27], [-0.19, 0.09, -0.19], [0.02, -0.27, 0.00], [2.20, 0.37, -1.16], [-1.53, -0.48, 1.64], [-0.81, 0.16, 0.13], [0.18, 0.21, -0.68]],
  "mulliken_charge": [-0.327, 0.365, -0.028, -0.479, -0.205, 0.319, 0.356]
}

---

Entry 6:
{
  "formula": "C4H7NO",
  "method": "the ωB97M-V functional and the def2-TZVPD basis",
  "fmax_ha_per_bohr": 0.0458,
  "gap_ev": 9.1,
  "relative_energy_ev": 1.145,
  "energy_ha": -286.58955,
  "smiles": "c1cc[nH]c1.O",
  "symbols": ["C", "C", "C", "N", "C", "H", "H", "H", "H", "H", "O", "H", "H"],
  "coordinates": [[0.457420, 0.858030, 0.978020], [1.865929, 0.807160, 0.948290], [2.278579, -0.000920, -0.074390], [1.139030, -0.430920, -0.685690], [0.000000, 0.000000, 0.000000], [-0.231760, 1.448210, 1.582039], [2.598869, 1.384509, 1.511809], [3.246699, -0.319760, -0.460640], [1.064450, -1.018590, -1.519719], [-1.037240, -0.157460, -0.295720], [-3.963188, -1.253969, 2.106619], [-3.401199, -2.038799, 1.915719], [-4.862138, -1.623849, 2.259369]],
  "atomic_forces_ev_per_a": [[-0.86, -0.45, -0.07], [1.48, 0.95, 0.52], [-0.55, -0.15, -0.57], [-1.83, -1.33, -0.66], [1.07, 0.94, -0.36], [0.58, -0.23, 0.07], [-0.54, -0.20, 0.18], [-0.34, 0.35, 0.33], [0.35, 0.34, 0.76], [0.62, -0.24, -0.19], [-0.35, -1.18, -0.07], [-0.62, 0.83, 0.23], [0.99, 0.36, -0.17]],
  "mulliken_charge": [-0.327, -0.475, -0.339, -0.036, -0.474, 0.367, 0.349, 0.359, 0.206, 0.373, -0.646, 0.326, 0.319]
}